1.
# H5NOS2Si

A molecular structure, H5NOS2Si in a non-equilibrium geometry (ωB97M-V/def2-TZVPD, OMol25).

```
10
Properties=species:S:1:pos:R:3:forces:R:3
N -1.495256 -0.744150 0.732247 0.948 -0.540 -0.337
O 1.322693 -1.016711 0.449719 0.848 -0.750 -1.494
Si -0.018268 -0.828151 1.290835 0.457 1.229 2.217
S 1.390358 -1.273516 -1.218762 1.219 1.238 -0.230
S -0.667344 2.100763 -0.872066 0.199 0.242 0.235
H -2.154807 -0.150702 1.178646 -0.864 0.170 0.461
H -0.940893 1.781716 -2.127164 -0.072 -0.031 -0.429
H 0.811249 -0.442804 2.558847 -1.293 -0.455 -0.643
H 2.328754 -0.229571 -1.463165 -1.186 -1.281 0.319
H -0.576484 0.803126 -0.529137 -0.256 0.178 -0.098
```
Positions in Å, forces in eV/Å.

Molar mass, g/mol: 127.3
Calculated total energy, Ha: -1218.805589
HOMO level, eV: -9.39
Relative energy (zero: lowest compared OMol25 entry of this formula, charge and spin), kJ/mol: 271.4



2.
# H5NOSi

2 unconnected molecules or ions with the total composition H5NOSi in a non-equilibrium geometry (ωB97M-V/def2-TZVPD, OMol25).

```
8
Properties=species:S:1:pos:R:3:forces:R:3
N 0.666266 0.490853 0.690937 0.846 0.732 -1.379
Si 0.641083 0.837154 -0.893233 0.115 -1.165 1.844
H 0.359051 1.157858 1.366709 -0.154 0.575 0.485
H 1.107650 -0.331736 -1.629778 0.015 0.225 -0.604
H 0.055041 2.005943 -1.511658 -0.023 0.404 -0.460
O -1.187030 -1.207427 1.054816 1.130 -0.959 0.366
H -1.778489 -0.467386 1.001236 -0.159 0.551 0.035
H -0.243384 -0.833549 1.129199 -1.770 -0.362 -0.286
```
Positions in Å, forces in eV/Å.

Molar mass, g/mol: 63.1
Calculated total energy, Ha: -422.416767
HOMO level, eV: -9.80
Relative energy (zero: lowest compared OMol25 entry of this formula, charge and spin), kJ/mol: 313.6



3.
# H5NOSi

2 unconnected molecules or ions with the total composition H5NOSi in a non-equilibrium geometry (ωB97M-V/def2-TZVPD, OMol25).

```
8
Properties=species:S:1:pos:R:3:forces:R:3
N 0.210660 0.443025 1.560949 -0.598 -1.285 -2.323
O 0.899314 -0.251532 -1.709002 -2.370 -0.235 -2.703
Si -0.470093 -0.422150 -0.857229 0.441 -0.625 4.118
H -0.542984 0.590519 2.236730 -0.345 -0.309 -0.510
H 0.554835 1.374629 1.437828 0.348 0.832 -0.351
H 1.437424 0.126047 -1.084341 3.114 1.587 2.155
H -0.250545 -1.759734 -0.315363 -0.780 -0.310 0.040
H -1.838612 -0.100803 -1.269573 0.189 0.346 -0.426
```
Positions in Å, forces in eV/Å.

Molar mass, g/mol: 63.1
Calculated total energy, Ha: -422.402775
HOMO level, eV: -8.56
Relative energy (zero: lowest compared OMol25 entry of this formula, charge and spin), kJ/mol: 350.4



4.
# H5NOSi

H5NOSi in the gas phase in a non-equilibrium geometry (ωB97M-V/def2-TZVPD, OMol25).

```
8
Properties=species:S:1:pos:R:3:forces:R:3
N 1.570920 -0.178639 -0.094629 0.154 1.758 -1.557
O 0.471807 0.736863 0.093771 1.439 -0.345 0.533
Si -1.286778 0.057267 0.344183 -1.208 0.763 -0.445
H 1.432218 -0.630229 -0.990972 -0.563 -1.200 0.187
H 2.381955 0.407201 -0.283271 0.286 0.105 0.835
H -1.869981 0.460899 -1.005001 0.047 -0.254 0.931
H -0.719116 -1.284693 0.309172 -0.146 -0.495 0.177
H -1.981023 0.431328 1.626746 -0.009 -0.333 -0.660
```
Positions in Å, forces in eV/Å.

Molar mass, g/mol: 63.1
Calculated total energy, Ha: -422.236697
2S+1: 3
⟨S²⟩: 2.008
HOMO level (alpha / beta), eV: -4.51 / -11.37
Relative energy (zero: lowest compared OMol25 entry of this formula, charge and spin), kJ/mol: 231.6



5.
# H5NOSi2

A molecular structure, H5NOSi2 in a non-equilibrium geometry (ωB97M-V/def2-TZVPD, OMol25).

```
9
Properties=species:S:1:pos:R:3:forces:R:3
N 0.142989 0.297060 0.844786 2.849 1.974 1.267
O 0.126288 -0.675314 -1.802697 -1.455 -0.794 -0.390
Si -1.281392 -0.387596 0.780435 -1.847 -0.609 -2.322
Si 1.105864 0.087218 -0.927711 1.202 1.880 2.354
H 0.611796 1.083010 1.402857 -1.314 -1.818 -1.113
H -1.915553 -1.730847 0.935742 1.081 -0.081 0.530
H -2.453336 0.268258 0.176949 0.037 0.588 0.306
H 1.317466 1.690584 -1.063014 0.047 -1.805 -0.025
H 2.345878 -0.632373 -0.347348 -0.600 0.665 -0.607
```
Positions in Å, forces in eV/Å.

Molar mass, g/mol: 91.2
Calculated total energy, Ha: -711.916764
HOMO level, eV: -9.34
Relative energy (zero: lowest compared OMol25 entry of this formula, charge and spin), kJ/mol: 366.6



6.
# H5O2S

3 unconnected molecules or ions with the total composition H5O2S in a non-equilibrium geometry (ωB97M-V/def2-TZVPD, OMol25).

```
8
Properties=species:S:1:pos:R:3:forces:R:3
S 1.238425 0.694493 0.376489 0.270 0.234 0.351
H 1.792756 0.384193 1.571255 -0.186 0.126 -0.230
H 0.409828 -1.469006 -1.676933 -0.075 0.070 -0.109
H 1.033658 -1.296792 -0.311694 -0.653 -0.334 -0.390
O 0.549286 -1.975909 -0.875041 0.508 -0.107 0.284
H -1.398921 0.608074 0.559139 -0.566 -0.473 0.671
H -1.496495 1.800598 -0.072251 -0.717 0.699 0.028
O -2.128538 1.254348 0.429035 1.419 -0.215 -0.605
```
Positions in Å, forces in eV/Å.

Molar mass, g/mol: 69.1
Calculated total energy, Ha: -551.712490
Charge: -1
HOMO level, eV: -3.48
Relative energy (zero: lowest compared OMol25 entry of this formula, charge and spin), kJ/mol: 24.9



- Which of these has the highest molar mass?
  H5NOS2Si